The following is a DFT calculation (the ωB97M-V functional and the def2-TZVPD basis) of C54H32I4N6PbS as an isolated structure.

Its frontier orbital gap is 0.2011 hartree. As for the charge: 0. As for the molar mass: 1511.78 g mol⁻¹. The total energy is -113944.3411 eV. As for the largest force on an atom: 0.5 eV Å⁻¹. For the highest occupied orbital energy, the calculation gives -6.828 eV.

Positions of all 98 atoms, in Å:
Pb -0.47492 -0.30374 0.62122
I 3.65908 7.07209 -4.25095
C 3.11745 5.43368 -3.08297
C 2.23681 4.48963 -3.58914
C 1.85243 3.42239 -2.79212
C 2.32850 3.27775 -1.48840
C 3.24713 4.21688 -1.02312
C 3.63670 5.29443 -1.80545
C 1.84942 2.14674 -0.64372
C 1.32951 2.43486 0.63155
C 1.30163 3.73099 1.27667
C 0.87186 3.53067 2.54348
C 0.59062 2.11730 2.67862
C 0.12187 1.50588 3.85400
C 0.12914 2.33773 5.09154
C -1.03823 2.55990 5.81752
C -1.02897 3.32191 6.97680
C 0.16544 3.86719 7.42195
I 0.19513 5.00090 9.17151
C 1.34111 3.66525 6.71409
C 1.31453 2.90576 5.55385
C -0.27433 0.16744 3.98592
N -0.39291 -0.73342 2.97400
C -0.76758 -1.92031 3.51128
C -0.85813 -3.15653 2.84476
C -1.47214 -4.26809 3.62998
C -0.74463 -5.38950 4.02145
C -1.33844 -6.41205 4.74721
C -2.67724 -6.31185 5.09424
I -3.58426 -7.85249 6.16755
C -3.41739 -5.19574 4.73592
C -2.80929 -4.18187 4.01023
C -0.31445 -3.45199 1.58415
C -0.12620 -4.78264 1.04917
C 0.63166 -4.65835 -0.06354
C 0.87041 -3.24555 -0.26212
N 0.25285 -2.55318 0.73339
C 1.67018 -2.69391 -1.27483
C 1.96458 -1.33180 -1.44251
C 2.82636 -0.79799 -2.47289
C 2.85975 0.54416 -2.30781
C 2.01385 0.85382 -1.17742
N 1.48141 -0.30113 -0.69504
C 2.35466 -3.65503 -2.18934
C 1.62814 -4.47825 -3.04479
C 2.26255 -5.38869 -3.87793
C 3.64544 -5.47808 -3.85825
I 4.61107 -6.84159 -5.10531
C 4.39317 -4.66628 -3.01789
C 3.74381 -3.76317 -2.18925
C -0.92495 -1.76392 4.94284
C -0.60450 -0.48445 5.23646
N 0.83893 1.50318 1.49356
H 1.85301 4.58151 -4.59610
H 1.16617 2.68521 -3.19029
H 3.68842 4.09122 -0.04285
H 4.34683 6.01362 -1.42101
H 1.55166 4.67531 0.82413
H 0.72662 4.27573 3.30825
H -1.97218 2.14164 5.46272
H -1.94681 3.49188 7.52257
H 2.27168 4.09099 7.06325
H 2.23208 2.73909 5.00328
H 0.30693 -5.45502 3.77197
H -0.75809 -7.27534 5.04241
H -4.45871 -5.11554 5.01580
H -3.38527 -3.31064 3.72313
H -0.50881 -5.69456 1.47422
H 1.00548 -5.45436 -0.68535
H 3.33197 -1.37216 -3.23086
H 3.44022 1.25544 -2.87176
H 0.54833 -4.39564 -3.07284
H 1.68163 -6.01967 -4.53645
H 5.47188 -4.73845 -3.00187
H 4.32383 -3.13760 -1.52209
H -1.19789 -2.54773 5.63018
H -0.56084 -0.03094 6.21257
S -2.82671 1.20948 -6.48996
C -2.40432 0.78895 -4.80700
C -1.57381 1.59866 -4.04548
C -1.34145 1.24652 -2.72697
N -1.86129 0.16466 -2.15044
C -2.62703 -0.62361 -2.89871
C -2.92862 -0.35687 -4.22726
C -3.69425 2.73558 -6.16054
C -5.02977 2.71547 -5.78850
C -5.63567 3.91572 -5.44691
N -5.00837 5.08969 -5.45977
C -3.73747 5.09792 -5.85346
C -3.03853 3.95621 -6.21965
H -1.12551 2.49035 -4.46296
H -0.70496 1.86248 -2.09724
H -3.03546 -1.50168 -2.40978
H -3.56252 -1.02235 -4.79708
H -5.58110 1.78571 -5.75467
H -6.67442 3.93309 -5.13680
H -3.24744 6.06503 -5.86712
H -2.00809 4.01608 -6.54286